135
Properties=species:S:1:pos:R:3:forces:R:3:lowdin_spin:R:1 method="wB97M-V/def2-TZVPD" homo_energy_ha="-0.19111 / -0.29517" multiplicity=5 orbital_gap_ev="5.79 / 5.74"
Pt 0.34944 0.27249 -0.36538 0.9472 -1.3755 0.9894 0.975
C 0.63053 -3.56813 -0.96885 -0.1327 0.2657 0.1111 0.037
Si 0.40638 -2.02674 0.13898 0.1697 0.2355 0.2260 0.133
C 1.91581 -2.07149 1.34485 -0.2713 -0.0339 -0.1755 0.014
C 2.01853 -3.10289 2.27997 0.0812 -0.0589 -0.0577 0.003
C 3.05715 -3.15755 3.19646 -0.0422 -0.0015 -0.0002 0.002
C 4.03404 -2.17182 3.17621 0.0594 0.0274 0.0186 0.000
C 3.96414 -1.14615 2.24688 0.0408 -0.0067 0.0095 0.003
C 2.90967 -1.08000 1.33397 0.1082 0.0532 0.0324 0.007
P 2.77694 0.22547 0.05046 -0.7058 -0.0654 0.0049 0.146
C 3.97160 -0.24964 -1.30680 -0.2064 0.2214 0.0516 0.024
C 5.44249 -0.50232 -0.92008 -0.0865 -0.0771 0.1419 0.010
C 5.76835 -1.94779 -0.53664 0.0445 0.0811 -0.2800 0.001
C 5.30277 -2.90793 -1.62493 -0.1309 0.0102 0.1819 0.000
C 3.79097 -2.77580 -1.78468 0.1870 0.1228 -0.1299 0.000
C 3.42309 -1.35838 -2.22336 -0.0860 -0.0496 0.0840 0.003
C 3.27819 1.90985 0.68363 -0.0549 -0.2744 0.0786 0.031
C 3.45897 2.87940 -0.50987 0.0271 -0.0256 -0.0702 0.003
C 4.92595 3.24960 -0.70605 -0.0761 0.0705 0.0561 0.000
C 5.44212 4.03610 0.50977 -0.0503 -0.1241 0.0156 0.000
C 4.79457 3.53691 1.81413 0.0679 -0.0712 -0.0263 0.003
C 4.41865 2.05885 1.70262 -0.0455 0.1923 0.0292 0.009
C -1.18548 -2.32648 1.15600 0.1845 0.0134 -0.1497 0.057
C -1.77759 -3.59213 1.19965 0.0685 -0.0137 0.1441 0.033
C -3.06126 -3.78413 1.68819 -0.0751 0.0225 0.0911 0.009
C -3.80165 -2.68774 2.09973 -0.0328 -0.0350 -0.0602 0.009
C -3.23040 -1.42254 2.08352 -0.0081 0.0651 -0.0701 0.006
C -1.91776 -1.23152 1.65662 -0.1475 0.0223 0.1092 0.023
P -1.07154 0.39435 1.80707 0.3074 -0.1566 0.2437 0.128
C -0.37738 0.37472 3.55804 0.1434 -0.1026 -0.3415 0.013
C -0.30549 -1.01286 4.19665 -0.0332 0.1750 0.2048 0.002
C 0.27551 -0.93959 5.61090 0.1354 -0.0726 -0.1481 0.001
C 1.64723 -0.26793 5.60668 -0.1760 0.1449 0.0733 0.000
C 1.55614 1.12440 4.98703 0.1098 -0.1296 -0.0915 0.000
C 1.00429 1.03679 3.56518 -0.1504 0.1565 0.1798 0.003
C -2.40698 1.67555 2.02645 0.1688 -0.0914 -0.2125 0.027
C -1.78093 3.07527 1.92903 -0.1849 -0.0246 -0.0438 0.003
C -2.88008 4.12130 2.09152 0.0876 0.0036 0.1306 0.000
C -3.47123 4.09090 3.51632 0.0904 -0.0415 -0.0214 0.000
C -3.14676 2.77432 4.22938 -0.1389 -0.0192 -0.0958 0.001
C -3.30082 1.57482 3.29326 0.1058 0.0531 0.1068 0.008
H 1.18997 -4.35749 -0.46110 0.0071 -0.0069 0.0275 0.006
H 1.15553 -3.32472 -1.89311 0.0175 0.0240 0.0346 0.002
H -0.34578 -3.96153 -1.24962 0.2076 -0.1707 0.0355 0.001
H 1.25321 -3.87402 2.28904 0.0169 -0.0109 0.0691 0.001
H 3.10219 -3.95324 3.93028 0.0073 -0.0184 -0.0273 0.000
H 4.85803 -2.20289 3.87862 -0.0183 0.0015 0.0133 0.000
H 4.74996 -0.40427 2.23422 -0.0026 -0.0131 -0.0121 0.000
H 3.94639 0.67101 -1.89898 0.0359 -0.0128 -0.0108 0.001
H 5.74654 0.16946 -0.11668 0.0479 0.0526 -0.0330 0.001
H 6.05112 -0.24794 -1.79538 0.0174 0.0557 0.0225 0.001
H 5.27290 -2.21740 0.39352 0.0274 -0.0318 0.1154 0.000
H 6.84674 -2.03246 -0.37974 -0.0199 -0.0124 0.0522 0.000
H 5.56992 -3.93384 -1.36256 0.0205 -0.0005 -0.0441 0.000
H 5.79616 -2.66431 -2.57239 0.0245 -0.0498 -0.0124 0.000
H 3.30905 -3.01482 -0.83420 0.0047 -0.0671 -0.0007 0.000
H 3.42782 -3.48586 -2.53134 -0.0719 -0.0162 0.0542 0.000
H 2.33745 -1.24649 -2.30477 0.0279 0.0017 -0.0848 0.003
H 3.84471 -1.20027 -3.22198 -0.0416 0.0364 -0.0220 0.000
H 2.35475 2.20433 1.19154 0.0133 -0.0281 0.0091 0.003
H 2.89022 3.78961 -0.30991 -0.0683 -0.0404 -0.0426 0.000
H 3.03098 2.45684 -1.42121 -0.0773 0.1090 0.0059 0.002
H 5.04555 3.84624 -1.61188 0.0140 -0.0431 -0.0240 0.000
H 5.51683 2.34076 -0.84492 0.0374 0.0026 -0.0311 0.000
H 5.22291 5.09825 0.38367 0.0427 0.0048 -0.0304 0.000
H 6.52820 3.93522 0.56975 0.0055 0.0504 0.0192 0.000
H 3.88923 4.11076 2.03096 -0.0006 0.0085 0.0163 0.000
H 5.47389 3.68413 2.65574 -0.0276 0.0539 0.0090 0.001
H 4.09156 1.68550 2.67483 0.0429 -0.0773 -0.0239 0.000
H 5.31230 1.50345 1.41077 -0.0020 -0.0761 0.0209 0.000
H -1.22495 -4.44729 0.82619 -0.0267 -0.0067 -0.0105 0.001
H -3.49365 -4.77685 1.72413 0.0166 -0.0059 -0.0371 0.000
H -4.82568 -2.80773 2.43190 0.0112 -0.0185 0.0082 0.001
H -3.83135 -0.58063 2.39495 0.0176 -0.0609 0.0185 0.000
H -1.05152 0.99801 4.15588 0.0433 -0.0580 -0.0367 0.001
H 0.33364 -1.64765 3.58159 -0.0271 -0.1062 -0.0387 0.000
H -1.29513 -1.47220 4.22938 -0.0021 -0.0386 -0.0676 0.000
H 0.35323 -1.95121 6.01812 -0.0369 0.0271 0.0512 0.000
H -0.40392 -0.37602 6.25964 -0.0204 -0.0109 0.0124 0.000
H 2.33527 -0.86972 5.00951 0.0906 -0.0763 0.0050 0.000
H 2.04667 -0.20825 6.62231 0.0251 -0.0309 -0.0225 0.000
H 2.54209 1.59764 4.97332 -0.0246 0.0412 0.0333 0.000
H 0.89831 1.75099 5.59944 0.0225 0.0570 -0.0093 0.000
H 1.67788 0.43787 2.94895 0.0585 0.0157 -0.0421 0.000
H 0.94514 2.03450 3.11814 0.0341 -0.0320 -0.0395 0.001
H -3.02449 1.53782 1.13879 -0.0301 0.0783 -0.0520 0.000
H -1.28917 3.19186 0.97238 0.1330 -0.0032 -0.1092 0.001
H -1.01587 3.21466 2.70063 0.0081 -0.0077 -0.0069 0.000
H -3.65704 3.91072 1.35091 0.0127 0.0187 -0.0071 0.000
H -2.48896 5.11322 1.86057 -0.0333 0.0064 -0.0150 0.000
H -4.55426 4.22770 3.47026 0.0042 0.0178 0.0487 0.000
H -3.06828 4.91503 4.10887 -0.0673 0.0445 -0.0159 0.000
H -3.81222 2.64001 5.08514 0.0637 0.0184 0.0484 0.000
H -2.12784 2.80918 4.62294 -0.0076 -0.0030 0.0316 0.000
H -4.34723 1.53938 2.97418 -0.0050 -0.1081 0.0238 0.001
H -3.10207 0.66120 3.85676 -0.0846 0.0091 -0.0062 0.001
S -2.42624 -2.97545 -1.80211 -0.4408 -0.0820 -0.1614 0.666
C -4.04354 -2.53400 -2.15818 0.3134 0.1755 -0.0497 0.064
C -5.11804 -3.37515 -1.83216 -0.0740 0.0442 -0.0507 0.088
C -6.40534 -2.98323 -2.13885 -0.1179 -0.0792 0.0241 -0.003
C -6.63221 -1.78228 -2.80133 0.0244 -0.0989 0.0205 0.107
C -5.57207 -0.94853 -3.14702 0.1342 0.1851 -0.1364 0.010
C -4.27582 -1.30133 -2.81893 0.2067 -0.2759 0.4582 0.157
As -2.60072 -0.28868 -3.16542 0.1614 -0.0136 -0.7279 0.283
C -3.39539 1.29938 -3.92434 -0.0441 0.0622 0.0009 0.024
C -4.37813 1.96208 -3.19572 0.1393 0.0213 0.0920 0.008
C -4.97630 3.09917 -3.70975 -0.0358 0.0666 0.0306 0.000
C -4.58306 3.58977 -4.94675 -0.0242 0.0377 -0.0347 0.008
C -3.57849 2.95250 -5.65898 0.0421 0.0543 -0.0035 0.001
C -2.98129 1.81213 -5.14623 0.1171 -0.0354 0.0338 0.012
C -2.00261 -1.24278 -4.77034 0.0875 0.0022 0.1829 0.022
C -0.73625 -1.81932 -4.74196 -0.0698 0.1343 0.0904 0.006
C -0.22359 -2.44496 -5.86737 0.0071 -0.0245 -0.0103 0.002
C -0.98532 -2.51074 -7.02532 0.0309 -0.0219 -0.0137 -0.001
C -2.26217 -1.96919 -7.04797 -0.0439 -0.0096 -0.0300 0.003
C -2.77263 -1.33756 -5.92268 -0.1005 -0.0021 0.0704 0.005
H -4.92239 -4.32073 -1.34480 0.0320 0.0234 0.0310 0.003
H -7.24016 -3.61705 -1.86885 -0.0018 -0.0015 -0.0241 -0.002
H -7.64433 -1.49386 -3.05375 0.0045 0.0312 -0.0068 0.007
H -5.77028 -0.02236 -3.67000 -0.0139 -0.0200 0.0103 -0.001
H -4.65427 1.59610 -2.21304 -0.0292 0.0477 -0.0090 0.000
H -5.73693 3.61601 -3.13800 0.0056 -0.0145 -0.0048 0.000
H -5.05053 4.48051 -5.34691 0.0183 0.0037 0.0034 0.001
H -3.23867 3.35197 -6.60584 -0.0427 0.0066 -0.0112 0.000
H -2.17674 1.33033 -5.68790 -0.0317 0.0169 -0.0427 0.001
H -0.15537 -1.75887 -3.82797 0.0729 -0.0414 -0.0205 0.001
H 0.77091 -2.87195 -5.84170 -0.0096 -0.0150 0.0000 0.000
H -0.58442 -2.98348 -7.91288 -0.0054 -0.0206 0.0130 0.000
H -2.86013 -2.03379 -7.94823 -0.0099 0.0122 0.0096 0.000
H -3.76966 -0.91219 -5.94516 0.0164 0.0193 -0.0307 0.000
O -1.43426 3.29794 -2.39760 -0.1350 -0.0172 -0.1499 0.014
S -0.85064 2.24991 -1.61109 -1.0476 1.1973 -0.3330 0.016
O -1.84257 1.43078 -0.86587 0.1502 0.2933 -0.3668 0.107
O 0.22787 2.70703 -0.72961 0.2037 0.0268 -0.0330 0.062
S 0.04661 0.85609 -2.86995 -0.2527 -0.2670 -0.0311 0.572